Entry i
C24H34N2O3 | ωB97M-V with the def2-TZVPD basis set

## Properties
SMILES   COCc1cc(CN2CCN(CCc3ccccc3)[C@H](CCO)C2)ccc1OC
Lowest unoccupied orbital energy   0.76 eV
Highest occupied orbital energy   -7.820 eV

Geometry (Å):
1 C -2.2384 -3.0032 -1.7351
2 O -2.2875 -2.7001 -0.3615
3 C -3.4944 -2.0921 0.0444
4 C -3.5800 -0.6196 -0.2794
5 C -2.4618 0.0957 -0.6548
6 C -2.5127 1.4642 -0.8926
7 C -1.2561 2.1993 -1.2770
8 N -0.0951 1.6262 -0.6212
9 C 1.1580 2.1103 -1.1631
10 C 2.3254 1.3592 -0.5190
11 N 2.2443 1.5044 0.9147
12 C 3.4556 1.3914 1.6754
13 C 4.1736 0.0200 1.7752
14 C 4.6572 -0.4976 0.4531
15 C 4.1515 -1.6700 -0.0947
16 C 4.5963 -2.1288 -1.3220
17 C 5.5589 -1.4225 -2.0218
18 C 6.0820 -0.2608 -1.4795
19 C 5.6374 0.1936 -0.2519
20 C 0.9996 1.0088 1.4647
21 C 0.7291 -0.4940 1.2565
22 C -0.3347 -1.0413 2.2112
23 O -0.5599 -2.4174 2.0314
24 C -0.1158 1.8384 0.8138
25 C -3.7303 2.1077 -0.7636
26 C -4.8732 1.4058 -0.4087
27 C -4.8105 0.0426 -0.1571
28 O -5.8719 -0.7339 0.2164
29 C -7.1315 -0.1237 0.3569
30 H -2.3669 -2.1084 -2.3530
31 H -3.0143 -3.7308 -2.0017
32 H -1.2576 -3.4373 -1.9210
33 H -3.5405 -2.2224 1.1314
34 H -4.3572 -2.6151 -0.3906
35 H -1.5145 -0.4091 -0.7473
36 H -1.3711 3.2763 -1.0545
37 H -1.1059 2.1014 -2.3589
38 H 1.2828 3.1932 -0.9779
39 H 1.1680 1.9394 -2.2428
40 H 2.3018 0.3090 -0.8445
41 H 3.2664 1.7949 -0.8628
42 H 3.2241 1.7167 2.6950
43 H 4.1630 2.1110 1.2485
44 H 3.5167 -0.7084 2.2506
45 H 5.0331 0.1698 2.4349
46 H 3.4037 -2.2356 0.4434
47 H 4.1905 -3.0424 -1.7321
48 H 5.9057 -1.7789 -2.9806
49 H 6.8430 0.2900 -2.0136
50 H 6.0608 1.0947 0.1697
51 H 1.0125 1.2205 2.5408
52 H 0.4081 -0.6548 0.2270
53 H 1.6445 -1.0616 1.4148
54 H 0.0036 -0.9306 3.2465
55 H -1.2731 -0.4812 2.0954
56 H -0.9817 -2.5557 1.1698
57 H 0.0431 2.9036 1.0611
58 H -1.0893 1.5363 1.2011
59 H -3.8008 3.1717 -0.9385
60 H -5.8057 1.9405 -0.3206
61 H -7.8117 -0.9204 0.6543
62 H -7.1199 0.6490 1.1322
63 H -7.4761 0.3125 -0.5864

How is the electron density shared among the atoms? According to Mulliken, the charges in e are:
1 C -0.851
2 O -0.353
3 C -0.783
4 C 0.764
5 C 0.622
6 C -0.080
7 C -1.416
8 N 0.556
9 C -1.229
10 C -0.368
11 N 0.156
12 C -1.107
13 C -1.126
14 C 0.615
15 C -0.215
16 C -0.761
17 C -0.401
18 C -0.726
19 C -0.137
20 C -0.367
21 C 0.635
22 C -0.954
23 O -0.600
24 C -1.572
25 C -1.484
26 C -0.699
27 C 0.783
28 O -0.441
29 C -0.979
30 H 0.352
31 H 0.295
32 H 0.272
33 H 0.264
34 H 0.467
35 H 0.477
36 H 0.357
37 H 0.387
38 H 0.360
39 H 0.410
40 H 0.123
41 H 0.602
42 H 0.430
43 H 0.538
44 H 0.442
45 H 0.445
46 H 0.378
47 H 0.400
48 H 0.395
49 H 0.387
50 H 0.384
51 H 0.552
52 H 0.052
53 H -0.104
54 H 0.390
55 H 0.309
56 H 0.422
57 H 0.401
58 H 0.512
59 H 0.420
60 H 0.411
61 H 0.259
62 H 0.362
63 H 0.364

Entry ii
C24H34N2O3 | ωB97M-V with the def2-TZVPD basis set

## Properties
SMILES   CCOc1cc(CN2CCN(CCc3ccccc3)[C@H](CCO)C2)ccc1OC
Lowest unoccupied orbital energy   0.80 eV
Highest occupied orbital energy   -7.910 eV

Geometry (Å):
1 C 2.7272 0.8751 3.1908
2 C 4.0022 0.4461 2.4681
3 O 4.0429 0.8757 1.1250
4 C 3.2731 0.2492 0.1897
5 C 2.5259 -0.8966 0.3924
6 C 1.7697 -1.4631 -0.6329
7 C 0.8600 -2.6317 -0.3416
8 N -0.4698 -2.2438 0.1239
9 C -0.4332 -1.5256 1.3838
10 C -1.8518 -1.2508 1.8738
11 N -2.5443 -0.5056 0.8525
12 C -3.6742 0.2825 1.2801
13 C -3.1724 1.6606 1.7677
14 C -2.0849 2.1307 0.8419
15 C -0.7539 2.1056 1.2362
16 C 0.2562 2.4370 0.3502
17 C -0.0556 2.8017 -0.9473
18 C -1.3801 2.8509 -1.3467
19 C -2.3858 2.5183 -0.4574
20 C -2.6406 -1.2286 -0.3930
21 C -3.4554 -2.5348 -0.3092
22 C -4.0178 -2.9633 -1.6586
23 O -4.7903 -4.1300 -1.4654
24 C -1.2052 -1.4810 -0.8672
25 C 1.7947 -0.8702 -1.8811
26 C 2.5494 0.2719 -2.1103
27 C 3.2814 0.8495 -1.0893
28 O 4.0386 1.9791 -1.2027
29 C 4.1241 2.5981 -2.4594
30 H 1.8506 0.4213 2.7348
31 H 2.7783 0.5744 4.2340
32 H 2.6226 1.9562 3.1395
33 H 4.8679 0.9300 2.9295
34 H 4.1410 -0.6407 2.5360
35 H 2.5234 -1.3806 1.3565
36 H 1.2979 -3.2685 0.4325
37 H 0.7216 -3.2329 -1.2443
38 H 0.0804 -0.5560 1.2747
39 H 0.1002 -2.1380 2.1160
40 H -2.3545 -2.2003 2.1202
41 H -1.8039 -0.6452 2.7808
42 H -4.2600 -0.2049 2.0749
43 H -4.3329 0.4303 0.4221
44 H -2.7800 1.5754 2.7818
45 H -4.0071 2.3641 1.7823
46 H -0.5055 1.8210 2.2493
47 H 1.2890 2.4032 0.6646
48 H 0.7322 3.0504 -1.6429
49 H -1.6300 3.1445 -2.3565
50 H -3.4178 2.5556 -0.7770
51 H -3.1181 -0.5597 -1.1199
52 H -2.8252 -3.3355 0.0762
53 H -4.2958 -2.3961 0.3740
54 H -4.6427 -2.1584 -2.0764
55 H -3.1986 -3.1602 -2.3643
56 H -5.1281 -4.4311 -2.3148
57 H -0.7373 -0.4997 -1.0552
58 H -1.2160 -2.0493 -1.7995
59 H 1.2274 -1.2970 -2.6946
60 H 2.5487 0.7069 -3.0971
61 H 4.5548 1.9289 -3.2122
62 H 3.1462 2.9491 -2.8075
63 H 4.7826 3.4545 -2.3215

How is the electron density shared among the atoms? According to Mulliken, the charges in e are:
1 C -0.533
2 C -0.576
3 O -0.500
4 C 0.664
5 C -0.020
6 C -0.035
7 C -1.907
8 N 0.148
9 C 0.049
10 C -1.546
11 N 0.857
12 C -1.196
13 C -1.460
14 C 0.442
15 C -0.406
16 C -0.326
17 C -0.330
18 C -0.836
19 C -0.239
20 C -0.322
21 C -0.933
22 C -0.637
23 O -0.512
24 C -0.660
25 C -0.878
26 C -0.540
27 C 1.067
28 O -0.442
29 C -0.911
30 H -0.073
31 H 0.475
32 H 0.264
33 H 0.381
34 H 0.347
35 H 0.360
36 H 0.503
37 H 0.553
38 H -0.207
39 H 0.546
40 H 0.309
41 H 0.588
42 H 0.395
43 H 0.550
44 H 0.424
45 H 0.506
46 H 0.370
47 H 0.426
48 H 0.423
49 H 0.410
50 H 0.442
51 H 0.756
52 H 0.341
53 H 0.421
54 H 0.324
55 H 0.316
56 H 0.317
57 H -0.081
58 H 0.437
59 H 0.360
60 H 0.417
61 H 0.378
62 H 0.292
63 H 0.248

Most stable to least stable: entry i, entry ii

Entry i
C18H38N2O2RuSSi2Te5 | ωB97M-V with the def2-TZVPD basis set

## Properties
Spin multiplicity   6
Lowest unoccupied orbital energy (spin up / spin down)   -3.18 / -4.16 eV
⟨S²⟩   8.82
Highest occupied orbital energy (spin up / spin down)   -9.463 / -10.284 eV
Net charge   +1

Geometry (Å):
1 Ru -0.9913 2.5103 -0.8382
2 C -0.3393 1.7561 3.9732
3 C 0.1010 2.4762 2.7296
4 O -0.6202 2.5411 1.7386
5 N 1.3233 3.0471 2.7343
6 C 1.7607 3.8941 1.6339
7 C 2.4508 3.1633 0.5064
8 C 3.8369 3.1988 0.4109
9 C 4.4669 2.5540 -0.6408
10 C 3.6845 1.8877 -1.5685
11 C 2.3120 1.9006 -1.3986
12 N 1.6913 2.5266 -0.3954
13 H -1.3862 1.9898 4.1520
14 H 0.2542 2.0096 4.8495
15 H -0.2656 0.6828 3.7929
16 H 1.8934 2.9755 3.5592
17 H 2.4451 4.6347 2.0474
18 H 0.8927 4.4245 1.2425
19 H 4.4104 3.7343 1.1555
20 H 5.5447 2.5736 -0.7315
21 H 4.1191 1.3655 -2.4089
22 H 1.6694 1.3837 -2.1009
23 Te -0.8405 2.1149 -3.4505
24 Te -0.1013 4.5184 -2.4895
25 Te -1.7691 5.0829 -0.2297
26 Te -3.4819 3.0484 -0.0663
27 C 3.6910 -2.7495 1.1911
28 Si 2.1733 -1.8186 1.7584
29 C 0.8841 -3.0274 2.3718
30 C 2.6392 -0.5955 3.1040
31 C 1.5658 -0.8010 0.2909
32 Te -0.5037 -0.2423 0.3195
33 C -1.0006 -2.0602 -0.6896
34 Si -0.9128 -2.2179 -2.5670
35 C -1.2655 -4.0127 -2.9473
36 C 0.7999 -1.7592 -3.1689
37 C -2.1820 -1.1355 -3.4290
38 H 4.1567 -3.2825 2.0224
39 H 4.4383 -2.0723 0.7727
40 H 3.4409 -3.4866 0.4257
41 H 1.1961 -3.4296 3.3380
42 H 0.7677 -3.8732 1.6918
43 H -0.0952 -2.5641 2.5095
44 H 2.6157 -1.0411 4.0987
45 H 1.9664 0.2637 3.1015
46 H 3.6480 -0.2146 2.9314
47 H 1.7128 -1.3140 -0.6598
48 H 2.1624 0.1105 0.2589
49 H -1.9864 -2.3516 -0.3243
50 H -0.2876 -2.7607 -0.2468
51 H -0.5455 -4.6810 -2.4720
52 H -1.2277 -4.1968 -4.0228
53 H -2.2623 -4.2922 -2.6000
54 H 1.5767 -2.3543 -2.6843
55 H 1.0187 -0.7022 -2.9961
56 H 0.8755 -1.9358 -4.2437
57 H -3.0480 -1.7263 -3.7356
58 H -1.7590 -0.6959 -4.3348
59 H -2.5259 -0.3320 -2.7767
60 C -5.7070 -0.1494 -1.7577
61 S -4.6024 -0.9570 -0.6069
62 C -5.6632 -0.9011 0.8315
63 O -3.5026 0.0311 -0.3437
64 H -6.5894 -0.7689 -1.9119
65 H -5.1644 -0.0397 -2.6945
66 H -5.9793 0.8303 -1.3653
67 H -6.5469 -1.5126 0.6547
68 H -5.9383 0.1336 1.0339
69 H -5.0945 -1.3081 1.6646

How is the electron density shared among the atoms? According to Mulliken, the charges in e are:
1 Ru 0.981
2 C -1.142
3 C 0.361
4 O -0.350
5 N 0.050
6 C -1.209
7 C 0.851
8 C -0.751
9 C -0.672
10 C -0.700
11 C 0.283
12 N 0.989
13 H 0.386
14 H 0.378
15 H 0.156
16 H 0.277
17 H 0.607
18 H -0.101
19 H 0.470
20 H 0.432
21 H 0.505
22 H -0.490
23 Te -0.071
24 Te -0.177
25 Te -0.219
26 Te 0.052
27 C -1.161
28 Si 0.342
29 C -1.085
30 C -0.685
31 C 0.348
32 Te 0.096
33 C -0.303
34 Si 0.146
35 C -1.143
36 C -0.742
37 C -0.751
38 H 0.345
39 H 0.348
40 H 0.334
41 H 0.413
42 H 0.323
43 H 0.327
44 H 0.387
45 H -0.151
46 H 0.344
47 H 0.110
48 H -0.486
49 H 0.521
50 H 0.146
51 H 0.320
52 H 0.327
53 H 0.319
54 H 0.311
55 H -0.110
56 H 0.403
57 H 0.353
58 H 0.469
59 H -0.129
60 C -0.948
61 S 0.544
62 C -1.087
63 O -0.727
64 H 0.431
65 H 0.237
66 H 0.310
67 H 0.431
68 H 0.302
69 H 0.326

Entry ii
C18H38N2O2RuSSi2Te5 | ωB97M-V with the def2-TZVPD basis set

## Properties
Spin multiplicity   6
Lowest unoccupied orbital energy (spin up / spin down)   -3.02 / -4.18 eV
⟨S²⟩   8.80
Highest occupied orbital energy (spin up / spin down)   -9.542 / -9.845 eV
Net charge   +1

Geometry (Å):
1 Ru -0.4327 -0.3717 -0.5585
2 C -3.2380 -0.2676 2.8151
3 C -1.8459 0.0300 2.3546
4 O -1.6075 0.5823 1.2680
5 N -0.8431 -0.2603 3.1956
6 C 0.4941 0.2336 2.9580
7 C 1.4532 -0.6953 2.2568
8 C 2.5021 -1.2609 2.9682
9 C 3.4911 -1.9662 2.3045
10 C 3.4129 -2.0634 0.9255
11 C 2.3199 -1.5022 0.2928
12 N 1.3424 -0.8545 0.9304
13 H -3.9335 -0.0269 2.0161
14 H -3.4707 0.3161 3.7059
15 H -3.3255 -1.3265 3.0564
16 H -1.0402 -0.8146 4.0125
17 H 0.9316 0.5135 3.9164
18 H 0.4065 1.1312 2.3416
19 H 2.5489 -1.1202 4.0387
20 H 4.3131 -2.4104 2.8484
21 H 4.1746 -2.5642 0.3448
22 H 2.2200 -1.5631 -0.7890
23 Te -1.9132 -3.8177 1.7889
24 Te -3.4146 -0.9019 -1.1277
25 Te -2.1132 1.1620 -2.1391
26 Te 0.2886 0.1188 -3.0464
27 C -2.3401 -5.6134 -4.5878
28 Si -1.6029 -4.0617 -3.8441
29 C 0.2253 -3.9417 -4.2514
30 C -2.4854 -2.5623 -4.5192
31 C -1.8939 -4.2690 -1.9706
32 Te -0.7355 -3.2434 -0.5166
33 C 0.9581 -4.4879 -0.7865
34 Si 1.0871 -6.1679 0.1063
35 C 2.4997 -7.0292 -0.7829
36 C -0.4792 -7.1675 -0.1017
37 C 1.5518 -5.8851 1.8942
38 H -2.2199 -5.6119 -5.6721
39 H -3.4066 -5.6941 -4.3763
40 H -1.8571 -6.5138 -4.2040
41 H 0.3131 -3.8043 -5.3310
42 H 0.7932 -4.8376 -3.9994
43 H 0.7016 -3.0794 -3.7804
44 H -2.4109 -2.5760 -5.6075
45 H -2.0403 -1.6332 -4.1635
46 H -3.5429 -2.5451 -4.2532
47 H -1.7492 -5.3023 -1.6480
48 H -2.9235 -4.0034 -1.7232
49 H 1.8381 -3.8988 -0.5314
50 H 0.9815 -4.6408 -1.8670
51 H 2.2574 -7.2338 -1.8259
52 H 2.7258 -7.9840 -0.3071
53 H 3.4130 -6.4326 -0.7631
54 H -0.7056 -7.3370 -1.1562
55 H -1.3434 -6.7026 0.3727
56 H -0.3389 -8.1492 0.3541
57 H 2.5442 -5.4338 1.9563
58 H 0.8440 -5.2386 2.4097
59 H 1.5914 -6.8356 2.4261
60 C 1.7421 4.1506 -0.1384
61 S 0.3392 3.0988 -0.4789
62 C -0.8308 3.7730 0.6910
63 O 0.7368 1.7570 0.0897
64 H 1.4918 5.1803 -0.3876
65 H 2.5520 3.8061 -0.7771
66 H 2.0236 4.0612 0.9094
67 H -1.0971 4.7860 0.3939
68 H -0.4035 3.7649 1.6923
69 H -1.7043 3.1250 0.6496

How is the electron density shared among the atoms? According to Mulliken, the charges in e are:
1 Ru 2.701
2 C -1.277
3 C 0.516
4 O -0.506
5 N 0.076
6 C -0.935
7 C 0.603
8 C -0.716
9 C -0.546
10 C -0.726
11 C -1.137
12 N 0.895
13 H 0.271
14 H 0.402
15 H 0.258
16 H 0.282
17 H 0.623
18 H -0.249
19 H 0.483
20 H 0.454
21 H 0.508
22 H 0.690
23 Te -0.477
24 Te -0.204
25 Te -0.215
26 Te -0.510
27 C -1.095
28 Si 0.167
29 C -0.976
30 C -0.598
31 C -0.324
32 Te -0.502
33 C 0.623
34 Si 0.138
35 C -1.154
36 C -1.001
37 C -0.809
38 H 0.334
39 H 0.336
40 H 0.321
41 H 0.375
42 H 0.312
43 H 0.228
44 H 0.303
45 H -0.027
46 H 0.302
47 H 0.045
48 H 0.549
49 H -0.046
50 H -0.485
51 H 0.323
52 H 0.342
53 H 0.345
54 H 0.288
55 H 0.320
56 H 0.405
57 H 0.262
58 H 0.216
59 H 0.361
60 C -1.067
61 S 0.361
62 C -0.767
63 O -0.613
64 H 0.412
65 H 0.346
66 H 0.315
67 H 0.481
68 H 0.290
69 H 0.100

Most stable to least stable: entry i, entry ii

Entry i
C4H3NO3 | ωB97M-V with the def2-TZVPD basis set

## Properties
SMILES   O=C1NC(=O)[C@@H]2O[C@H]12
Lowest unoccupied orbital energy   0.49 eV
Highest occupied orbital energy   -10.607 eV

Geometry (Å):
1 O 1.8434 1.6889 0.0995
2 C 0.9530 0.8668 0.0023
3 N -0.2495 1.0734 -0.6325
4 C -1.0890 -0.0384 -0.7442
5 O -2.0748 -0.1164 -1.3893
6 C -0.4761 -1.0598 0.2571
7 O -0.3766 -0.5562 1.5677
8 C 0.8185 -0.5188 0.7463
9 H -0.4219 1.8313 -1.2586
10 H -0.6153 -2.1213 0.2085
11 H 1.6883 -1.0495 1.1434

How is the electron density shared among the atoms? According to Mulliken, the charges in e are:
1 O -0.550
2 C 0.294
3 N -0.052
4 C 0.187
5 O -0.505
6 C 0.029
7 O -0.382
8 C -0.118
9 H 0.231
10 H 0.457
11 H 0.409

Entry ii
C4H3NO3 | ωB97M-V with the def2-TZVPD basis set

## Properties
SMILES   O=c1ncocc1O
Lowest unoccupied orbital energy   0.42 eV
Highest occupied orbital energy   -9.978 eV

Geometry (Å):
1 O 0.3335 2.1346 0.7008
2 C 0.1750 1.0689 0.2351
3 N 0.9443 0.9184 -0.8934
4 C 0.7765 -0.2098 -1.4881
5 O 0.0566 -1.2428 -1.2023
6 C -0.5646 -1.1753 -0.0294
7 C -0.5340 -0.0918 0.7052
8 O -1.0231 0.2062 1.9746
9 H 1.5978 -0.5957 -2.2857
10 H -1.2522 -2.0607 0.2546
11 H -0.5098 1.0480 2.0286

How is the electron density shared among the atoms? According to Mulliken, the charges in e are:
1 O -0.531
2 C 0.797
3 N -0.477
4 C 0.179
5 O -0.287
6 C -0.350
7 C 0.245
8 O -0.578
9 H 0.271
10 H 0.349
11 H 0.381

Entry iii
C4H3NO3 | ωB97M-V with the def2-TZVPD basis set

## Properties
SMILES   O=C1C=CN(O)C1=O
Lowest unoccupied orbital energy   -1.72 eV
Highest occupied orbital energy   -9.869 eV

Geometry (Å):
1 O 1.7738 -1.5525 0.5894
2 C 0.4564 -1.0556 0.3752
3 C -0.4665 -0.7479 1.5554
4 C -1.0327 0.3663 1.2113
5 N -0.7239 0.6731 -0.2535
6 O -0.9403 2.0636 -0.7077
7 C 0.2329 -0.1578 -0.7478
8 O 0.8639 -0.0876 -1.7557
9 H -0.7459 -1.1381 2.4863
10 H -1.8732 0.9858 1.6995
11 H -1.0341 1.6222 -1.7841

How is the electron density shared among the atoms? According to Mulliken, the charges in e are:
1 O -0.458
2 C 0.479
3 C -0.474
4 C -0.231
5 N 0.075
6 O -0.415
7 C 0.382
8 O -0.522
9 H 0.404
10 H 0.344
11 H 0.417

Most stable to least stable: entry i, entry ii, entry iii